1.
{"formula": "C38H55NO2P2Ti", "method": "ωB97M-V with the def2-TZVPD basis set", "species": ["Ti", "C", "C", "C", "C", "C", "C", "H", "H", "H", "C", "H", "H", "H", "C", "H", "H", "H", "C", "H", "H", "H", "C", "H", "H", "H", "C", "C", "C", "C", "C", "C", "C", "C", "H", "H", "H", "H", "H", "H", "H", "H", "H", "H", "H", "H", "P", "C", "C", "P", "C", "C", "C", "H", "H", "H", "H", "H", "H", "H", "H", "H", "H", "H", "H", "H", "H", "C", "C", "C", "C", "C", "C", "N", "C", "C", "C", "C", "C", "C", "C", "O", "O", "C", "C", "H", "H", "H", "H", "H", "H", "H", "H", "H", "H", "H", "H", "H", "H"], "positions_angstrom": [[0.531476, -0.110940, -0.731406], [2.875993, -0.249552, -0.986553], [2.310844, 0.795494, -1.826063], [2.184675, 1.483521, 0.409788], [2.805996, 0.198912, 0.375469], [1.843145, 1.844832, -0.937181], [3.624368, -1.466161, -1.416306], [3.652075, -1.556911, -2.506970], [3.163353, -2.375349, -0.997263], [4.663718, -1.429169, -1.054673], [3.457552, -0.495668, 1.511400], [4.232487, -1.186590, 1.158992], [2.738043, -1.096582, 2.086334], [3.932633, 0.205849, 2.208683], [2.108651, 2.422020, 1.563265], [2.828796, 3.252339, 1.447027], [2.337117, 1.904884, 2.507270], [1.096622, 2.856713, 1.637241], [1.326818, 3.182687, -1.325382], [2.023616, 3.985635, -1.039861], [0.376126, 3.395945, -0.815612], [1.159912, 3.257757, -2.403842], [2.532534, 0.953979, -3.294389], [3.423450, 1.584253, -3.478104], [1.676998, 1.448828, -3.772909], [2.708000, -0.013740, -3.780487], [-2.465796, -3.090954, -3.880890], [-1.312406, -3.177157, -4.571661], [-1.071031, -2.625429, -5.954228], [-1.842313, -1.325804, -6.246502], [-1.961342, -0.392603, -5.079074], [-3.095382, -0.265323, -4.346142], [-4.198827, -1.276146, -4.240006], [-3.773854, -2.729957, -4.506160], [-1.340353, -3.387260, -6.718314], [-2.831715, -1.562096, -6.681565], [0.011220, -2.437782, -6.097883], [-3.780485, -2.944123, -5.591910], [-2.545733, -3.500257, -2.865831], [-0.590027, -3.940051, -4.267546], [-4.547586, -3.392224, -4.072624], [-4.661774, -1.219800, -3.235655], [-3.407455, 0.703918, -3.952799], [-5.004075, -0.997461, -4.954168], [-1.297600, -0.791203, -7.044868], [-1.171795, 0.365144, -5.049819], [-0.184753, -2.206940, -1.496070], [-0.700221, -3.747663, -0.804488], [0.844749, -2.264844, -2.972336], [-1.545573, 0.758672, -1.542007], [-1.633774, -1.101527, -1.925384], [-1.206028, 1.806251, -2.971743], [-3.100798, 1.220692, -0.800513], [-1.075519, -3.552882, 0.216877], [0.185308, -4.404314, -0.747119], [-1.484971, -4.209711, -1.418602], [0.223853, -2.105270, -3.866562], [1.312745, -3.259760, -3.003212], [1.628156, -1.500030, -3.000950], [-3.925124, 0.767666, -1.373950], [-3.173741, 2.320744, -0.814622], [-3.115651, 0.857999, 0.239671], [-2.546389, -1.505791, -1.455091], [-1.699573, -1.204127, -3.006828], [-1.053664, 2.830483, -2.606456], [-2.038587, 1.804196, -3.674488], [-0.291791, 1.488441, -3.490460], [1.663134, 4.554045, 6.158813], [2.068806, 3.165097, 5.730291], [3.417834, 2.808916, 5.758111], [3.832084, 1.539668, 5.353119], [2.891701, 0.635959, 4.860657], [1.535250, 1.008564, 4.763400], [0.700250, 0.171678, 3.998979], [-0.464939, -0.455404, 4.368949], [-0.796233, -0.607890, 5.730745], [-2.022526, -1.163169, 6.092779], [-2.928860, -1.534887, 5.093761], [-2.575958, -1.411029, 3.743419], [-1.337441, -0.909471, 3.343516], [-1.047427, -0.792270, 1.855393], [-1.973566, -1.163276, 1.101014], [0.085443, -0.328964, 1.368091], [1.101400, 2.265093, 5.259784], [-0.360249, 2.596836, 5.223450], [1.139754, 5.098339, 5.355356], [1.003594, 4.542345, 7.041118], [2.555639, 5.135325, 6.423166], [4.134028, 3.547975, 6.120839], [4.886347, 1.264559, 5.401369], [3.190753, -0.374963, 4.550427], [0.956890, -0.006159, 3.028674], [-0.092165, -0.301636, 6.508117], [-2.291958, -1.287380, 7.143495], [-3.912751, -1.932290, 5.347200], [-3.272489, -1.709032, 2.962402], [-0.800673, 2.350982, 4.243499], [-0.909994, 2.030510, 5.992890], [-0.521003, 3.663228, 5.410693]], "forces_ev_per_angstrom": [[0.96, 0.76, 4.61], [-0.51, 1.04, 0.29], [0.11, 0.02, 1.25], [0.04, -0.18, -1.20], [-0.22, 0.20, -0.96], [0.57, -0.91, 0.08], [0.06, -0.46, -0.10], [0.12, -0.04, 0.26], [0.30, 0.21, -0.18], [-0.32, 0.04, -0.15], [0.00, -0.50, 0.44], [-0.18, 0.17, 0.03], [0.13, 0.16, -0.05], [-0.24, -0.06, -0.20], [-0.49, -0.20, 0.48], [-0.26, -0.36, -0.10], [-0.11, 0.30, -0.25], [0.40, -0.08, 0.09], [-0.35, 0.52, -0.13], [-0.10, -0.31, -0.07], [0.26, 0.08, -0.10], [0.10, 0.04, 0.20], [-0.10, 0.03, -0.36], [-0.39, -0.28, 0.13], [0.35, -0.14, -0.07], [-0.03, 0.34, -0.03], [0.50, -1.19, -0.78], [-1.21, -1.60, -0.33], [0.03, -0.26, -0.36], [0.17, -0.66, -0.58], [-1.42, 0.90, -0.30], [0.11, 0.33, -1.43], [-0.57, -0.02, -0.44], [-0.75, 0.35, -0.16], [0.22, 0.32, 0.41], [0.51, 0.26, 0.38], [-0.38, -0.18, 0.16], [0.16, 0.07, 0.68], [0.11, -0.13, -0.56], [0.09, 0.61, 0.38], [0.37, 0.27, -0.20], [0.22, 0.16, -0.34], [0.53, -0.31, 0.57], [0.27, -0.12, 0.43], [-0.26, -0.14, 0.32], [-0.49, -0.03, 0.04], [0.16, 0.74, 0.37], [-0.20, -0.81, 0.38], [-0.06, -0.05, -0.97], [0.36, -0.23, 0.22], [0.40, 0.30, 0.12], [-0.21, 0.13, -0.48], [-0.40, 0.20, 0.42], [0.10, -0.04, -0.48], [-0.39, 0.18, -0.03], [0.34, -0.03, 0.28], [0.51, -0.18, 0.45], [0.00, 0.33, -0.19], [-0.19, -0.24, 0.41], [0.22, 0.26, 0.21], [-0.06, -0.41, -0.02], [-0.07, 0.05, -0.42], [0.50, 0.31, 0.13], [-0.06, 0.17, 0.11], [-0.06, -0.32, 0.07], [0.29, 0.21, 0.05], [-0.31, 0.09, 0.22], [0.09, 0.30, 0.21], [-0.19, 0.06, 0.01], [-0.03, -0.19, -0.04], [-0.09, 0.08, -0.07], [-0.22, 0.16, 0.04], [1.06, 0.46, 0.39], [-0.17, -0.55, -0.48], [0.26, 0.35, 0.07], [-0.41, -0.26, 0.07], [0.21, 0.24, -0.48], [-0.05, -0.09, -0.70], [-0.50, -0.37, 0.47], [0.88, 0.54, -0.10], [-2.16, -0.81, 0.35], [1.24, 0.44, -0.47], [0.56, 0.21, -1.50], [0.33, -0.91, -0.43], [-0.23, 0.33, -0.03], [0.16, -0.21, 0.27], [0.18, -0.02, -0.30], [-0.27, -0.11, -0.05], [-0.10, -0.30, -0.12], [-0.29, 0.05, 0.05], [-0.16, 0.51, 0.11], [0.07, 0.35, 0.59], [-0.12, -0.03, -0.39], [0.17, 0.06, -0.32], [0.35, 0.11, -0.04], [0.10, 0.01, 0.27], [0.09, -0.02, 0.32], [0.12, 0.21, -0.30], [-0.07, -0.28, -0.05]], "lumo_ev": [-7.311, -7.313], "e_tot_ev": -87561.399, "total_charge": 2, "homo_energy_ev": [-11.66, -11.66]}

---

2.
{"formula": "C7H10", "method": "ωB97M-V with the def2-TZVPD basis set", "species": ["C", "C", "C", "C", "C", "C", "C", "H", "H", "H", "H", "H", "H", "H", "H", "H", "H"], "positions_angstrom": [[1.316478, 0.372475, 1.047419], [1.242528, 1.417719, -0.033410], [0.279369, 0.272048, -0.036107], [0.344840, -0.853810, -1.073009], [-0.914890, -1.682266, -1.028159], [-1.722199, -0.977602, -0.060433], [-1.196278, 0.416674, 0.301537], [0.986302, 0.652946, 2.045384], [2.149770, -0.326081, 1.028022], [2.025799, 1.423415, -0.788534], [0.874715, 2.406401, 0.231162], [0.306719, -0.452587, -2.100357], [1.260279, -1.455719, -1.022761], [-1.199209, -1.814928, 0.536378], [-2.785444, -1.197591, 0.058742], [-1.685482, 1.165132, -0.339211], [-1.380954, 0.706958, 1.341572]], "forces_ev_per_angstrom": [[0.07, -0.13, 0.19], [0.02, 0.15, -0.14], [-0.08, -0.08, -0.02], [0.07, -0.03, -0.03], [0.08, 0.35, 0.08], [-0.11, -0.05, -0.11], [0.03, -0.03, 0.00], [0.05, -0.05, -0.18], [-0.12, 0.11, -0.02], [-0.14, -0.02, 0.13], [0.03, -0.18, -0.01], [0.01, -0.01, 0.05], [-0.14, 0.08, -0.08], [-0.03, 0.15, 0.37], [0.16, 0.01, -0.16], [0.05, -0.18, 0.08], [0.05, -0.08, -0.15]], "lumo_ev": 0.957, "e_tot_ev": -7416.960, "homo_energy_ev": -8.35, "de_lowest_ev": 4.075}

---

3.
{"formula": "C39H56ClN2O10PS", "method": "ωB97M-V with the def2-TZVPD basis set", "species": ["C", "C", "C", "C", "C", "C", "C", "C", "O", "C", "C", "C", "C", "C", "C", "C", "C", "C", "C", "C", "C", "Cl", "C", "P", "S", "C", "O", "N", "C", "C", "O", "N", "C", "C", "C", "O", "H", "H", "H", "H", "H", "H", "H", "H", "H", "H", "H", "H", "H", "H", "H", "H", "H", "H", "H", "H", "H", "H", "H", "H", "H", "H", "H", "H", "H", "H", "H", "H", "O", "C", "O", "C", "C", "C", "H", "H", "H", "H", "H", "H", "H", "H", "O", "C", "O", "C", "C", "C", "H", "H", "H", "H", "H", "H", "H", "H", "O", "C", "O", "C", "C", "C", "H", "H", "H", "H", "H", "H", "H", "H"], "positions_angstrom": [[2.375723, -2.094113, 4.522693], [1.068828, -1.347054, 4.271476], [1.078922, -0.308187, 3.106652], [2.340182, -0.310157, 2.213625], [-0.190293, -0.356745, 2.272542], [-1.045984, 0.769158, 2.324337], [-0.766244, 2.022688, 3.117361], [-0.179884, 3.101901, 2.211397], [-0.613973, 3.272926, 1.107335], [0.925574, 3.975930, 2.713698], [2.062700, 3.422790, 3.296558], [3.095309, 4.260129, 3.708834], [2.968295, 5.641616, 3.544883], [1.823346, 6.187823, 2.980216], [0.788429, 5.357419, 2.554100], [-2.232920, 0.722799, 1.611425], [-2.562563, -0.339315, 0.802656], [-1.726162, -1.441769, 0.663274], [-2.139915, -2.521903, -0.311139], [-1.964970, -2.120351, -1.797167], [-0.834796, -1.131989, -2.059636], [-0.057352, -1.509946, -3.649284], [-0.548645, -1.448907, 1.448083], [0.485307, -2.945812, 1.290086], [1.742911, -2.944498, -0.212210], [-3.914520, -0.033972, 0.199427], [-4.385096, -0.389246, -0.822074], [-4.527703, 0.898429, 1.116088], [-5.108414, 0.199495, 2.275308], [-6.588264, 0.463362, 2.497240], [-7.103946, -0.057576, 3.450731], [-7.284946, 1.279739, 1.579159], [-8.674303, 0.831363, 1.453289], [-7.243156, 2.669056, 2.051208], [-3.399467, 1.697081, 1.557049], [-3.462718, 2.851683, 1.788821], [2.741878, -2.650795, 3.665530], [3.168300, -1.454108, 4.899479], [2.187401, -2.839952, 5.294746], [0.837586, -0.807261, 5.182119], [0.267666, -2.058142, 4.099706], [1.108566, 0.647891, 3.596081], [3.140074, 0.233169, 2.707402], [2.652215, -1.295954, 1.902945], [2.098679, 0.242173, 1.306344], [-0.175995, 1.875251, 4.009416], [-1.727927, 2.411383, 3.450696], [2.149495, 2.351117, 3.395342], [3.993820, 3.848245, 4.140322], [3.792950, 6.261754, 3.861414], [1.725226, 7.252580, 2.838234], [-0.092968, 5.777338, 2.098345], [-3.204156, -2.689035, -0.156573], [-1.662843, -3.473347, -0.135165], [-1.823761, -3.018994, -2.386049], [-2.886803, -1.676081, -2.148988], [-0.034621, -1.210929, -1.337640], [-1.188705, -0.115098, -2.158571], [1.095117, -3.193579, 2.517767], [-0.378369, -4.033261, 1.142630], [-4.610995, 0.495304, 3.197921], [-5.007576, -0.881154, 2.187376], [-8.718467, -0.232743, 1.251858], [-9.271576, 1.062072, 2.336157], [-9.103703, 1.342413, 0.594526], [-7.902984, 2.816694, 2.909182], [-6.229808, 2.923747, 2.351791], [-7.537744, 3.336527, 1.249175], [5.723872, -0.652207, -7.509376], [4.719359, -0.121586, -7.115328], [3.761342, -0.881345, -6.561200], [2.612450, -0.335204, -5.899190], [1.494932, -0.033924, -6.875333], [4.477364, 1.357719, -7.308753], [2.885595, 0.534726, -5.301230], [2.288025, -1.103066, -5.201910], [1.786922, 0.726998, -7.600291], [0.612301, 0.318357, -6.341834], [1.232276, -0.932553, -7.433826], [4.049419, 1.515589, -8.297792], [5.436600, 1.866179, -7.255927], [3.826704, 1.803481, -6.560683], [-1.556978, -0.543033, 6.029017], [-1.623646, -0.210463, 7.181544], [-0.680111, 0.619332, 7.664971], [-0.758857, 1.225158, 8.959750], [-0.195776, 0.326348, 10.040462], [-2.680007, -0.760749, 8.109973], [-1.779948, 1.541711, 9.175292], [-0.160064, 2.130958, 8.882785], [-0.767523, -0.597144, 10.133516], [-0.209210, 0.836467, 11.003570], [0.831913, 0.051741, 9.803328], [-2.329987, -1.709470, 8.514474], [-3.581110, -0.937937, 7.528542], [-2.942838, -0.096086, 8.929094], [4.665683, -3.414870, -13.718108], [4.645981, -3.305410, -12.522459], [5.593241, -2.566093, -11.919645], [5.546532, -2.219150, -10.528884], [6.151042, -3.291349, -9.650672], [3.630617, -4.040497, -11.675721], [4.528066, -1.965890, -10.231095], [6.131434, -1.305719, -10.443079], [5.596134, -4.228273, -9.719339], [6.153983, -2.964961, -8.611504], [7.175735, -3.498881, -9.960047], [4.006122, -5.041837, -11.470808], [2.709733, -4.120521, -12.247769], [3.393413, -3.547617, -10.736071]], "forces_ev_per_angstrom": [[-0.29, -0.33, 0.25], [0.51, 0.22, -0.29], [0.40, -0.65, -0.12], [-0.71, 0.34, -0.07], [-0.30, 0.52, 0.16], [0.05, -0.14, 0.17], [-0.05, -0.15, -0.18], [0.35, 0.05, 0.31], [-0.33, 0.01, -0.68], [-0.36, 0.11, 0.19], [0.05, 0.52, 0.07], [-0.43, 0.24, -0.28], [0.11, -0.48, 0.09], [-0.23, -0.30, -0.14], [0.81, -0.19, 0.27], [0.17, 0.50, 0.03], [0.05, -0.27, -0.41], [0.08, -0.01, -0.05], [-0.26, 0.37, -0.21], [-0.08, 0.17, 0.13], [0.14, -0.49, -0.52], [-0.05, 0.13, 0.05], [-0.44, -0.25, 0.08], [0.78, 0.08, -1.04], [-0.15, 0.03, 0.18], [0.88, 0.04, 1.32], [-0.67, -0.64, -0.88], [0.11, 0.43, -0.32], [-0.47, 0.70, -0.25], [-0.04, 0.21, 0.00], [-0.26, -0.48, 0.16], [-0.36, -0.43, 0.42], [0.00, 0.32, -0.27], [0.45, -0.03, -0.30], [0.29, -1.51, -0.03], [-0.04, 1.00, 0.64], [0.16, 0.08, -0.19], [0.11, 0.17, -0.13], [0.04, -0.04, 0.14], [-0.36, -0.03, 0.13], [-0.19, -0.09, 0.19], [-0.17, 0.26, 0.03], [0.27, -0.23, 0.11], [0.26, -0.15, -0.01], [0.13, 0.05, -0.15], [0.12, -0.09, 0.12], [-0.03, 0.23, 0.04], [0.05, -0.06, 0.06], [0.10, -0.05, 0.04], [-0.02, 0.22, 0.00], [0.08, 0.15, 0.08], [-0.15, -0.07, -0.09], [-0.12, -0.12, 0.02], [0.25, -0.08, 0.07], [0.20, -0.17, -0.01], [-0.19, 0.07, -0.03], [0.13, 0.08, 0.12], [-0.02, 0.18, 0.18], [-0.21, 0.09, 0.18], [-0.26, 0.09, 0.54], [0.18, -0.08, 0.11], [0.06, -0.14, 0.00], [0.07, -0.15, 0.06], [-0.06, -0.07, 0.13], [-0.07, 0.10, -0.04], [-0.10, -0.04, 0.11], [0.14, 0.10, -0.08], [-0.06, 0.10, -0.12], [0.00, -0.06, -0.03], [-0.07, 0.13, -0.20], [0.11, -0.16, 0.17], [-0.28, 0.08, -0.05], [0.08, 0.06, -0.14], [0.13, 0.12, 0.38], [0.04, 0.01, -0.04], [0.14, -0.08, 0.00], [-0.02, 0.05, 0.05], [0.00, -0.03, 0.03], [-0.03, -0.03, 0.06], [-0.02, -0.01, -0.01], [0.04, -0.07, -0.15], [-0.11, -0.03, -0.10], [-0.01, 0.08, -0.11], [-0.05, -0.22, 0.14], [0.06, 0.18, -0.19], [0.04, 0.01, 0.25], [-0.02, -0.14, -0.07], [-0.24, 0.31, -0.04], [-0.02, -0.05, -0.02], [0.02, -0.02, -0.10], [-0.05, 0.03, 0.04], [0.01, 0.02, -0.01], [0.02, 0.06, 0.01], [0.02, -0.01, 0.02], [0.08, -0.13, -0.07], [0.11, -0.07, 0.07], [0.03, 0.03, -0.01], [-0.02, -0.22, 0.06], [0.03, 0.21, -0.12], [0.07, 0.00, 0.25], [-0.02, -0.20, -0.03], [-0.26, 0.30, 0.04], [-0.01, -0.05, 0.00], [0.01, 0.01, -0.10], [-0.05, 0.03, 0.03], [0.00, 0.06, -0.02], [0.02, 0.07, 0.00], [0.02, -0.01, 0.02], [0.08, -0.11, -0.10], [0.11, -0.09, 0.05]], "lumo_ev": -0.591, "smiles": "CC[C@@H](C)c1c(CC(=O)c2ccccc2)c2c(c(CCCCl)c1[PH2]=S)C(=O)N(CC(=O)N(C)C)C2=O.CCOC(C)=O.CCOC(C)=O.CCOC(C)=O", "e_tot_ev": -97452.704, "homo_energy_ev": -8.86}